# 1
{"formula": "C60H75N15", "method": "wB97M-V/def2-TZVPD", "species": ["N", "C", "C", "C", "C", "H", "H", "H", "H", "H", "N", "C", "C", "C", "C", "H", "H", "H", "H", "H", "N", "C", "C", "C", "C", "H", "H", "H", "H", "H", "N", "C", "C", "C", "C", "H", "H", "H", "H", "H", "N", "C", "C", "C", "C", "H", "H", "H", "H", "H", "N", "C", "C", "C", "C", "H", "H", "H", "H", "H", "N", "C", "C", "C", "C", "H", "H", "H", "H", "H", "N", "C", "C", "C", "C", "H", "H", "H", "H", "H", "N", "C", "C", "C", "C", "H", "H", "H", "H", "H", "N", "C", "C", "C", "C", "H", "H", "H", "H", "H", "N", "C", "C", "C", "C", "H", "H", "H", "H", "H", "N", "C", "C", "C", "C", "H", "H", "H", "H", "H", "N", "C", "C", "C", "C", "H", "H", "H", "H", "H", "N", "C", "C", "C", "C", "H", "H", "H", "H", "H", "N", "C", "C", "C", "C", "H", "H", "H", "H", "H"], "coordinates": [[4.928988, 5.203508, -1.413548], [6.180544, 4.960155, -1.842061], [6.851123, 4.221258, -0.887683], [5.886371, 4.041025, 0.194140], [4.717926, 4.676479, -0.159093], [4.257149, 5.740266, -1.909982], [6.493984, 5.313955, -2.825328], [7.892311, 3.924213, -0.835436], [6.129075, 3.464585, 1.084633], [3.735432, 4.840856, 0.223747], [6.572732, -2.538367, 2.074186], [5.761116, -2.522541, 3.157956], [4.676396, -1.770280, 2.873034], [4.808707, -1.294538, 1.567257], [6.004169, -1.793741, 1.055562], [7.449646, -3.050172, 2.068822], [5.978538, -3.047979, 4.083767], [3.802594, -1.584350, 3.489896], [4.027875, -0.702906, 1.095161], [6.549262, -1.695458, 0.122965], [0.021228, -1.085567, 3.359678], [-0.190231, -2.430263, 3.384840], [-0.845694, -2.717079, 4.563455], [-1.030900, -1.500785, 5.258533], [-0.434430, -0.527594, 4.499296], [0.526796, -0.591358, 2.651647], [0.119477, -3.044471, 2.547398], [-1.177036, -3.649623, 4.971243], [-1.409610, -1.435380, 6.284603], [-0.173795, 0.513337, 4.675618], [-3.412473, -0.624024, 2.888505], [-3.703845, -1.736420, 2.171152], [-4.393081, -1.425356, 1.060056], [-4.499709, -0.002879, 1.066615], [-3.897031, 0.481328, 2.239122], [-2.878664, -0.636576, 3.747376], [-3.455479, -2.677820, 2.593339], [-4.857398, -2.078395, 0.335032], [-5.101230, 0.517416, 0.333606], [-3.884792, 1.481810, 2.647313], [-1.430594, 0.376194, -2.817568], [-1.444788, 0.164089, -4.179987], [-2.685885, 0.322157, -4.681126], [-3.515015, 0.641204, -3.571011], [-2.718419, 0.655439, -2.435091], [-0.625284, 0.306320, -2.210320], [-0.475561, -0.031656, -4.618027], [-2.945914, 0.181577, -5.718531], [-4.580858, 0.769380, -3.593688], [-3.043222, 0.858624, -1.421358], [4.660122, 1.733241, -1.941479], [3.523774, 1.786938, -2.712923], [3.280081, 0.565189, -3.205277], [4.294532, -0.326930, -2.704676], [5.152309, 0.448663, -1.938624], [5.171246, 2.481159, -1.515927], [2.929100, 2.677556, -2.890418], [2.415152, 0.333553, -3.801858], [4.283810, -1.384748, -2.912220], [6.060761, 0.245948, -1.402830], [-3.705365, 4.518688, 2.753606], [-2.661560, 3.850888, 3.301250], [-2.604835, 4.102688, 4.614168], [-3.656885, 4.988577, 4.943734], [-4.339728, 5.193553, 3.746543], [-4.110923, 4.371537, 1.844854], [-2.062934, 3.246145, 2.644362], [-1.892170, 3.716265, 5.323778], [-3.885386, 5.402927, 5.919856], [-5.256538, 5.718664, 3.495399], [3.833378, 2.414899, 3.678740], [3.229707, 2.196723, 2.465453], [1.907759, 2.608852, 2.595011], [1.750503, 2.995577, 3.949221], [2.966276, 2.908340, 4.571413], [4.782628, 2.153648, 3.874324], [3.807276, 1.769459, 1.654557], [1.031847, 2.543190, 1.971164], [0.817531, 3.336872, 4.367725], [3.294871, 3.180016, 5.553250], [-3.385562, 5.320661, -0.670283], [-3.513784, 4.001247, -0.971233], [-4.800137, 3.646832, -0.702154], [-5.488887, 4.743755, -0.158609], [-4.582537, 5.807690, -0.173119], [-2.551689, 5.878450, -0.804753], [-2.673068, 3.411259, -1.288335], [-5.277165, 2.692307, -0.667283], [-6.514010, 4.666427, 0.187457], [-4.601705, 6.860932, 0.090767], [3.537357, -4.587437, 1.373015], [3.963093, -5.342290, 0.324880], [2.978290, -6.351793, 0.161709], [2.025544, -6.166547, 1.165871], [2.416619, -5.096860, 1.905915], [4.030780, -3.782588, 1.706028], [4.882796, -5.131012, -0.214032], [2.892185, -7.198483, -0.520303], [1.166116, -6.791811, 1.248420], [1.952035, -4.607192, 2.735790], [-4.981307, -4.181944, -2.674105], [-6.155233, -4.557024, -3.221720], [-6.811866, -3.342783, -3.581481], [-5.957412, -2.287662, -3.207137], [-4.815879, -2.837750, -2.696537], [-4.287193, -4.841500, -2.331783], [-6.333014, -5.622677, -3.326520], [-7.810781, -3.184331, -3.966133], [-6.136065, -1.226629, -3.278667], [-3.831173, -2.488190, -2.428735], [-0.732927, 6.839150, 0.697589], [-0.722593, 7.302588, -0.590010], [-0.234844, 6.281361, -1.353981], [0.101845, 5.187937, -0.527254], [-0.192625, 5.572053, 0.766510], [-1.025016, 7.333021, 1.520081], [-1.072268, 8.269488, -0.918940], [-0.139302, 6.202134, -2.433510], [0.362585, 4.208583, -0.905461], [-0.339976, 5.049976, 1.696858], [2.656172, -4.450995, -2.795719], [3.045978, -4.648943, -4.090094], [2.387957, -3.774461, -4.885542], [1.521471, -3.024764, -4.039738], [1.669679, -3.505363, -2.756726], [2.857394, -5.087527, -2.041705], [3.805762, -5.389101, -4.291239], [2.515324, -3.621944, -5.946243], [0.788621, -2.293649, -4.357663], [1.145982, -3.310176, -1.841761], [-2.822756, -6.694222, -3.425341], [-3.376064, -7.209742, -2.292304], [-2.881807, -6.551662, -1.221247], [-1.889611, -5.601537, -1.711514], [-1.890867, -5.759805, -3.073307], [-3.005962, -6.937358, -4.396516], [-4.137574, -7.955101, -2.408458], [-3.041265, -6.760956, -0.179107], [-1.277918, -4.969104, -1.064175], [-1.414788, -5.151855, -3.821491], [-1.271808, -0.523787, 0.363422], [-0.557378, 0.646849, 0.376878], [0.737250, 0.375079, 0.076033], [0.823685, -1.052500, -0.074039], [-0.423939, -1.565011, 0.126301], [-2.270242, -0.636196, 0.478977], [-1.122140, 1.555274, 0.473477], [1.497453, 1.079784, -0.222630], [1.769177, -1.489210, -0.394818], [-0.755820, -2.579108, -0.024431]], "forces_ev_per_a": [[-0.138, -0.153, 0.639], [1.276, -0.236, -0.743], [-1.324, 0.375, 0.873], [0.845, -0.153, -0.270], [0.572, 0.007, -0.921], [-0.382, 0.263, -0.289], [-0.016, -0.140, 0.466], [-0.304, -0.004, -0.325], [-0.402, 0.345, -0.120], [-0.182, -0.321, 0.767], [0.373, -0.180, -0.226], [0.333, -0.712, 1.296], [-1.248, 0.380, 0.524], [0.256, 0.132, -1.352], [-0.052, 0.037, 0.512], [-0.389, 0.378, -0.327], [0.185, 0.057, -0.393], [0.342, -0.078, 0.091], [0.529, -0.094, -0.276], [-0.422, 0.092, 0.143], [0.290, -0.510, 0.000], [-0.227, -0.450, -0.121], [-0.110, 0.036, -0.178], [0.237, -0.009, 0.867], [0.130, 1.272, 0.326], [0.116, 0.167, -0.422], [-0.135, 0.074, 0.246], [0.025, -0.458, -0.302], [0.101, 0.240, -0.650], [-0.425, -0.225, 0.149], [-0.034, 0.646, -0.005], [0.442, -0.949, 1.226], [-0.501, 0.981, -0.829], [-0.211, 0.349, 0.590], [-0.710, -0.644, -1.306], [0.043, 0.060, -0.089], [0.277, -0.639, 0.091], [0.247, -0.056, 0.062], [0.269, 0.346, 0.190], [0.234, -0.184, 0.023], [-0.932, 0.039, -0.341], [2.232, -0.057, 0.757], [-0.511, -0.025, 0.022], [0.321, -0.209, 0.512], [-0.736, 0.180, -0.502], [-0.135, -0.010, -0.059], [-0.272, -0.103, -0.373], [-0.150, 0.107, 0.103], [-0.124, 0.160, 0.071], [0.356, -0.122, -0.092], [0.006, -0.542, -0.239], [0.261, 1.444, 0.399], [0.055, -1.493, 0.132], [-0.268, 0.610, -0.052], [-0.984, -0.077, -0.603], [-0.109, 0.499, 0.103], [0.439, 0.018, 0.283], [0.053, -0.274, -0.119], [0.363, -0.041, 0.137], [0.057, -0.203, 0.030], [-0.422, 0.106, 0.528], [0.542, -0.905, -1.969], [0.507, 0.294, 1.848], [-0.798, 0.218, -0.923], [-0.504, 0.510, 0.663], [0.137, 0.073, -0.321], [0.254, -0.214, 0.146], [0.148, -0.056, -0.110], [-0.028, -0.106, -0.315], [0.274, 0.043, 0.311], [0.851, -0.533, -1.111], [-0.527, 0.206, -0.165], [0.371, -0.649, 0.749], [-0.330, 0.560, 0.027], [-0.674, 0.189, 0.564], [0.041, 0.090, 0.011], [-0.252, 0.131, 0.042], [0.456, -0.108, -0.609], [0.079, 0.118, 0.175], [-0.078, -0.031, 0.286], [-0.755, 0.360, 0.324], [0.402, -0.070, -0.073], [-0.558, -0.661, 0.814], [0.551, 1.205, -0.053], [0.280, -0.288, -0.202], [-0.060, -0.147, -0.010], [0.023, 0.012, -0.232], [0.271, -0.624, -0.509], [0.236, 0.500, -0.063], [-0.393, -0.339, 0.052], [1.123, -0.053, -0.459], [-1.154, -1.388, -0.689], [1.363, 0.386, -0.446], [-0.128, -0.309, -0.244], [-0.910, 0.584, 0.667], [0.079, 0.348, 0.249], [-0.340, -0.004, 0.196], [0.545, 0.500, -0.046], [-0.433, -0.078, 0.417], [-0.139, 0.066, 0.282], [0.831, -0.773, 0.002], [-0.986, 1.437, -0.526], [0.106, -1.464, 0.562], [0.175, 0.386, -0.081], [0.734, -0.380, 0.393], [-0.148, 0.292, -0.134], [-0.469, 0.409, -0.035], [0.152, -0.389, -0.080], [-0.085, -0.068, -0.211], [-0.250, 0.574, 0.170], [0.512, -0.109, 0.264], [-0.098, -0.136, -0.150], [0.373, -0.549, -1.150], [-0.359, -0.095, 0.609], [-1.006, 0.277, -0.430], [-0.078, 0.210, -0.034], [0.020, -0.003, 0.390], [-0.086, 0.513, 0.226], [0.249, 0.085, 0.316], [0.512, -0.225, 0.015], [-0.465, -0.362, -0.053], [0.919, -0.628, 0.491], [-0.363, 0.757, -0.310], [-0.599, -0.069, 0.215], [0.264, 0.031, -0.522], [0.067, 0.126, 0.167], [-0.057, 0.090, -0.184], [0.026, -0.138, 0.062], [0.181, -0.012, 0.090], [-0.040, 0.238, 0.099], [0.749, 0.287, -0.528], [-1.041, -0.445, -0.766], [1.508, 0.794, 0.490], [-0.797, -1.003, 0.468], [0.080, 1.068, -0.032], [-0.093, -0.037, 0.727], [-0.105, -0.258, 0.310], [-0.325, -0.050, 0.033], [-0.215, -0.174, -0.602], [0.280, -0.133, -0.120], [0.415, -0.365, 0.259], [-1.455, 0.033, -0.260], [0.322, -0.628, -0.424], [1.271, 0.996, -0.278], [0.069, -0.192, -0.566], [-0.059, 0.195, 0.195], [0.134, 0.339, 0.140], [0.136, 0.049, 0.408], [-0.552, -0.424, 0.204], [-0.237, 0.037, 0.264]], "orbital_gap_ev": 8.03, "e_homo_ev": -7.601, "relative_energy_kj_mol": 0.0}

---

# 2
{"formula": "C4H5N2O4P", "method": "wB97M-V/def2-TZVPD", "species": ["C", "C", "C", "C", "N", "N", "O", "O", "O", "O", "P", "H", "H", "H", "H", "H"], "coordinates": [[1.428615, 1.780560, 0.837413], [-1.076933, -2.260868, -0.510197], [0.741105, 0.407520, 0.783388], [-0.874224, -0.824792, -0.993134], [-0.709226, 0.305293, 1.069381], [-1.503430, 0.151169, -0.059516], [0.929782, 2.747606, 0.210933], [-0.226146, -2.628495, 0.343504], [2.517017, 1.897742, 1.473827], [-2.055555, -2.949403, -0.819172], [1.036437, -0.591095, -0.784936], [1.466385, -0.472337, 1.739216], [-1.112535, -0.752304, -2.008565], [-0.774129, -0.248241, 1.824321], [-1.334435, 0.964025, -0.571067], [0.876324, 0.670192, -1.534543]], "forces_ev_per_a": [[1.446, 1.584, 0.289], [0.029, -0.518, 1.707], [1.754, -3.506, 2.566], [2.079, -1.608, 2.085], [2.463, 3.888, -1.951], [-0.163, -2.141, -0.405], [-1.099, -0.689, -0.331], [0.763, 0.219, 0.165], [-0.487, -1.021, 0.039], [-1.166, -0.057, -1.284], [-1.286, 1.702, -0.660], [-2.290, 2.748, -2.518], [-0.945, 0.741, -1.456], [-1.395, -2.952, 2.317], [-0.216, 2.193, -0.516], [0.513, -0.584, -0.048]], "total_charge": -2, "orbital_gap_ev": 7.75, "e_homo_ev": -1.100, "relative_energy_kj_mol": 524.0}

---

# 3
{"formula": "C3H7N2O", "method": "wB97M-V/def2-TZVPD", "species": ["O", "N", "C", "N", "C", "C", "H", "H", "H", "H", "H", "H", "H"], "coordinates": [[2.625287, 0.168328, 0.168568], [1.316534, -0.010099, -0.142003], [0.795672, -1.233347, -0.087644], [-0.508576, -1.303397, 0.102110], [-1.189473, 0.024702, 0.154290], [-0.061176, 1.135932, 0.064231], [2.681110, 0.558736, 1.033198], [1.527408, -2.098625, 0.004540], [-0.961956, -2.214937, 0.096026], [-1.718292, 0.016815, 1.039117], [-1.798572, 0.189356, -0.712270], [-0.008331, 1.866584, -0.865707], [0.118578, 1.558510, 1.134593]], "forces_ev_per_a": [[0.379, -0.017, -1.385], [-3.861, 0.552, 0.351], [1.623, 0.369, 1.407], [0.903, 0.084, -0.899], [2.307, 0.286, -2.180], [2.548, -1.445, 0.738], [-0.062, 0.305, 1.007], [-1.305, 1.000, -0.423], [-0.195, 0.566, -0.086], [-1.260, 0.554, 1.786], [-0.674, -0.350, -0.293], [-0.273, -1.690, 2.288], [-0.130, -0.213, -2.312]], "total_charge": 1, "orbital_gap_ev": 10.73, "e_homo_ev": -14.584, "relative_energy_kj_mol": 367.6, "smiles": "ON1C=[NH+]CC1"}

---

# 4
{"formula": "C5H15NO", "method": "wB97M-V/def2-TZVPD", "species": ["C", "C", "C", "N", "H", "H", "H", "H", "H", "H", "H", "H", "H", "C", "C", "O", "H", "H", "H", "H", "H", "H"], "coordinates": [[2.567468, 0.793928, -1.051601], [1.101585, 0.570657, -0.676591], [0.165512, 1.042297, -1.789142], [0.823361, -0.830683, -0.352678], [3.236610, 0.384454, -0.290957], [2.793848, 0.284367, -1.995980], [2.785988, 1.849847, -1.183021], [0.887300, 1.134191, 0.233024], [0.120561, 0.283278, -2.575301], [0.538722, 1.967869, -2.222186], [-0.837577, 1.175448, -1.394053], [1.142908, -1.161149, 0.544241], [0.944917, -1.474933, -1.124796], [-1.138034, 0.148563, 2.256697], [-1.963090, -0.841776, 1.448081], [-1.665508, -0.869348, 0.083055], [-1.256855, 1.163321, 1.866198], [-0.071058, -0.103277, 2.279207], [-1.493752, 0.154676, 3.292578], [-1.843471, -1.840135, 1.909033], [-3.016101, -0.551171, 1.548139], [-0.579016, -0.870843, -0.104460]], "forces_ev_per_a": [[-0.032, -0.343, -0.076], [0.614, 0.122, -0.089], [0.115, -0.310, 0.261], [-0.186, 0.209, -0.346], [-0.034, 0.085, 0.002], [-0.026, 0.058, 0.073], [0.023, 0.139, 0.016], [-0.047, 0.032, 0.027], [0.021, 0.086, -0.060], [-0.081, 0.070, -0.008], [-0.104, 0.019, -0.106], [0.548, -0.108, -0.200], [0.383, -0.025, 0.239], [-0.043, 0.172, 0.204], [0.015, -0.100, 0.009], [1.251, 0.120, -0.386], [0.081, -0.068, -0.046], [-0.101, 0.030, -0.036], [0.102, 0.000, -0.047], [-0.127, 0.095, -0.069], [0.033, -0.177, 0.047], [-2.405, -0.104, 0.590]], "orbital_gap_ev": 9.71, "e_homo_ev": -8.817, "relative_energy_kj_mol": 89.8, "smiles": "CC(C)N.CCO"}

---

| no. | maximum force (hartree/bohr) |
| --- | --- |
| 1 | 0.046 |
| 2 | 0.097 |
| 3 | 0.076 |
| 4 | 0.048 |